A structure of composition C23H26B2BaF11N8O10S3, computed with ωB97M-V/def2-TZVPD.

Structure (XYZ):
```
84
C23H26B2BaF11N8O10S3 (ωB97M-V/def2-TZVPD)
Ba -0.072 -0.771 1.192
C 0.872 -0.110 -3.026
C 2.038 -0.506 -2.177
N 2.452 -1.694 -2.031
O 1.695 -2.670 -2.603
B 1.882 -3.873 -1.754
F 1.081 -4.880 -2.241
F 3.219 -4.246 -1.672
O 1.347 -3.601 -0.329
N 1.861 -2.440 0.204
C 2.892 -2.524 0.945
C 3.569 -3.802 1.335
C 3.420 -1.251 1.511
N 3.783 -0.238 0.795
O 4.396 0.781 1.401
B 5.557 1.149 0.464
F 5.694 2.508 0.385
F 6.719 0.556 0.932
O 5.105 0.496 -0.788
N 3.888 -0.149 -0.606
C 2.761 0.544 -1.344
C 3.281 1.663 -2.234
C 3.616 -1.150 2.980
H 0.071 -0.841 -2.896
H 1.148 -0.136 -4.083
H 0.523 0.896 -2.799
H 3.604 -4.458 0.470
H 2.986 -4.291 2.120
H 4.578 -3.621 1.702
H 3.880 2.384 -1.693
H 2.416 2.153 -2.684
H 3.887 1.218 -3.020
H 3.398 -2.107 3.448
H 2.920 -0.389 3.346
H 4.633 -0.823 3.202
O 2.840 2.808 0.301
C 1.824 2.187 0.220
O 1.683 1.022 -0.453
C 0.532 2.720 0.790
C 0.591 3.996 1.395
C -0.565 4.549 1.854
C -1.784 3.844 1.721
C -3.026 4.342 2.177
C -4.167 3.606 2.022
C -4.117 2.337 1.408
C -2.931 1.829 0.958
C -1.737 2.575 1.103
N -0.574 2.044 0.646
H 1.547 4.491 1.466
H -0.567 5.525 2.323
H -3.055 5.311 2.659
H -5.114 3.988 2.379
H -5.027 1.759 1.299
H -2.890 0.855 0.486
F -4.264 -3.725 0.626
C -3.708 -2.854 -0.213
F -4.321 -2.957 -1.394
F -3.929 -1.619 0.252
S -1.872 -3.185 -0.442
O -1.368 -1.821 -0.642
O -1.841 -4.007 -1.588
N -1.469 -3.845 0.983
S -1.247 -3.106 2.386
O -2.046 -1.875 2.474
O 0.123 -3.012 2.860
C -2.085 -4.314 3.508
F -3.377 -4.381 3.221
F -1.540 -5.515 3.393
F -1.940 -3.887 4.761
C -3.009 0.221 -2.709
N -2.140 1.247 -2.155
C -2.125 2.538 -2.536
S -0.756 3.489 -2.480
N -3.299 3.054 -2.997
C -4.606 2.701 -2.464
H -2.441 -0.705 -2.774
H -3.325 0.502 -3.714
H -3.894 0.037 -2.096
H -1.297 0.913 -1.709
H -3.184 4.004 -3.308
H -5.161 2.029 -3.121
H -5.187 3.613 -2.334
H -4.501 2.232 -1.486
F 1.246 0.662 2.493
```

Values from the calculation:
LUMO energy	1.44	eV
HOMO energy	-6.09	eV
frontier orbital gap	7.5324	eV
energy above the lowest of the compared OMol25 structures with the same formula, charge and spin	11.4	kJ/mol
multiplicity	1
charge	-1


A cluster of 2 separate species, C23H26BF3N in total, computed with ωB97M-V/def2-TZVPD.

Structure (XYZ):
```
54
C23H26BF3N (ωB97M-V/def2-TZVPD)
F 6.676 -1.604 -2.278
C 6.258 -1.990 -1.033
F 7.112 -2.973 -0.625
F 6.468 -0.930 -0.185
C 4.818 -2.454 -1.081
C 4.487 -3.783 -0.800
C 3.153 -4.113 -0.581
C 2.148 -3.148 -0.700
C 0.746 -3.641 -0.356
C -0.481 -3.068 -1.074
C -1.752 -3.464 -0.615
C -2.916 -2.927 -1.157
C -2.785 -1.935 -2.130
C -1.549 -1.637 -2.694
C -0.394 -2.231 -2.185
C 2.478 -1.848 -1.108
C 3.816 -1.526 -1.389
H 5.247 -4.538 -0.619
H 2.890 -5.155 -0.345
H 0.733 -4.740 -0.516
H -1.840 -4.222 0.166
H -3.906 -3.215 -0.792
H -3.662 -1.423 -2.488
H -1.444 -0.916 -3.498
H 0.567 -2.057 -2.662
H 1.692 -1.097 -1.257
H 4.058 -0.520 -1.735
C -1.274 4.703 -0.388
C -2.259 4.180 0.670
C -2.592 5.306 1.641
C -3.522 3.786 -0.112
C -1.680 2.940 1.372
C -1.453 2.840 2.751
C -0.917 1.690 3.292
N -0.590 0.612 2.535
B -0.023 -0.655 2.969
H 0.594 -3.534 0.737
C -0.825 0.683 1.201
C -1.345 1.806 0.612
H -1.103 3.951 -1.167
H -1.666 5.608 -0.880
H -0.300 4.937 0.048
H -3.313 4.933 2.368
H -1.677 5.596 2.157
H -3.011 6.170 1.113
H -4.271 3.324 0.536
H -3.972 4.661 -0.606
H -3.277 3.055 -0.891
H -1.685 3.665 3.427
H -0.732 1.598 4.349
H 1.155 -0.735 2.889
H -0.797 -1.555 3.014
H -0.597 -0.170 0.579
H -1.481 1.765 -0.478
```

Values from the calculation:
LUMO energy	-4.47	eV
HOMO energy	-11.45	eV
frontier orbital gap	6.9796	eV
multiplicity	1
charge	+1


A structure of composition C23H26BrN3O2ReS3Te, computed with ωB97M-V/def2-TZVPD.

Structure (XYZ):
```
60
C23H26BrN3O2ReS3Te (ωB97M-V/def2-TZVPD)
Re -0.434 0.049 0.463
O 0.905 -3.655 -1.114
C 2.130 -3.296 -1.557
C 2.952 -4.305 -2.050
C 4.223 -4.008 -2.508
C 4.705 -2.704 -2.478
C 3.883 -1.702 -1.990
C 2.597 -1.976 -1.541
C 1.723 -0.851 -1.074
O 1.001 -1.173 0.084
N 0.718 -0.563 -2.128
N -0.275 0.240 -1.659
C -0.984 0.961 -2.440
C -2.127 1.726 -1.966
Br -2.576 1.483 -0.119
C -2.813 2.560 -2.743
C -3.986 3.391 -2.444
C -4.064 4.652 -3.039
C -5.141 5.485 -2.788
C -6.169 5.058 -1.958
C -6.118 3.794 -1.391
C -5.034 2.963 -1.630
H 0.515 -2.923 -0.612
H 2.574 -5.318 -2.051
H 4.852 -4.807 -2.881
H 5.705 -2.477 -2.821
H 4.244 -0.679 -1.945
H 2.331 0.045 -0.885
H 1.100 -0.288 -3.026
H -0.769 1.004 -3.503
H -2.412 2.665 -3.748
H -3.266 4.982 -3.693
H -5.181 6.465 -3.245
H -7.015 5.705 -1.766
H -6.930 3.446 -0.765
H -5.029 1.965 -1.211
C 1.997 3.172 2.981
C 1.128 2.048 2.492
S 0.834 1.927 0.803
C 0.541 1.165 3.342
C 0.726 1.248 4.831
S -0.481 -0.076 2.737
H 2.293 3.823 2.160
H 2.906 2.783 3.447
H 1.479 3.776 3.728
H 0.233 2.134 5.240
H 1.786 1.312 5.086
H 0.312 0.371 5.325
S -3.629 -3.553 -0.112
C -2.553 -2.380 0.105
N -1.766 -1.521 0.263
C 3.360 -3.974 3.873
Te 2.614 -2.661 2.368
C 0.715 -3.622 2.302
H 3.342 -4.999 3.510
H 2.762 -3.883 4.777
H 4.388 -3.689 4.092
H 0.355 -3.758 3.319
H 0.797 -4.578 1.789
H 0.023 -2.979 1.764
```

Values from the calculation:
LUMO energy (alpha / beta)	-1.32 / -1.04	eV
HOMO energy (alpha / beta)	-7.16 / -7.17	eV
frontier orbital gap (alpha / beta)	5.8429 / 6.1319	eV
energy above the lowest of the compared OMol25 structures with the same formula, charge and spin	52.1	kJ/mol
multiplicity	2
charge	0


A structure of composition C23H26Cl2N4O7PtS3, computed with ωB97M-V/def2-TZVPD.

Structure (XYZ):
```
66
C23H26Cl2N4O7PtS3 (ωB97M-V/def2-TZVPD)
Pt 1.109 0.507 0.906
C 2.452 3.774 -0.917
C 1.849 4.595 0.184
C 1.160 5.768 -0.068
C 0.567 6.471 0.972
Cl -0.292 7.961 0.619
C 0.630 6.010 2.268
C 1.324 4.836 2.544
C 1.949 4.143 1.513
O 2.676 3.021 1.683
C 2.715 2.436 2.984
C 1.355 1.944 3.508
O 1.100 2.188 4.686
O 0.567 1.348 2.697
H 2.319 4.262 -1.882
H 1.982 2.788 -0.949
H 3.516 3.601 -0.744
H 1.069 6.130 -1.084
H 0.135 6.550 3.064
H 1.344 4.456 3.556
H 3.115 3.152 3.705
H 3.385 1.583 2.890
C -0.202 -4.238 -0.364
C -1.355 -3.881 0.583
C -0.725 -2.787 1.437
O 0.602 -3.261 1.660
C 1.046 -3.739 0.393
H -0.307 -3.711 -1.311
H -0.157 -5.308 -0.576
H -1.613 -4.734 1.218
H -2.251 -3.558 0.055
H -1.190 -2.649 2.412
H -0.712 -1.827 0.906
H 1.776 -4.528 0.586
H 1.548 -2.935 -0.155
O 5.024 -0.613 1.246
S 3.787 -1.447 1.520
N 2.569 -0.473 1.901
Cl -2.029 1.268 0.846
C -0.401 1.585 0.050
H -0.250 2.655 0.210
H -0.585 1.396 -1.005
N -6.085 -3.624 -0.552
C -4.914 -3.102 -1.138
C -4.239 -3.815 -2.124
C -3.090 -3.294 -2.702
C -2.621 -2.054 -2.307
C -3.296 -1.325 -1.336
C -4.433 -1.851 -0.753
S -1.173 -1.380 -3.063
O -1.576 -0.181 -3.767
O -0.604 -2.431 -3.895
N -0.305 -1.065 -1.775
C 0.986 -0.763 -1.888
S 1.985 -1.086 -3.297
C 3.357 -0.399 -2.498
C 3.025 -0.019 -1.254
N 1.699 -0.211 -0.906
H -6.093 -4.633 -0.528
H -6.254 -3.253 0.371
H -4.605 -4.791 -2.426
H -2.540 -3.849 -3.450
H -2.907 -0.371 -1.005
H -4.941 -1.294 0.027
H 4.327 -0.348 -2.962
H 3.697 0.400 -0.520
```

Values from the calculation:
LUMO energy (alpha / beta)	4.11 / 4.11	eV
HOMO energy (alpha / beta)	-1.08 / -2.67	eV
frontier orbital gap (alpha / beta)	5.1859 / 6.7757	eV
energy above the lowest of the compared OMol25 structures with the same formula, charge and spin	6.1	kJ/mol
multiplicity	3
charge	-2


E values, unit a.u., following the record order: -4451.1682 -1270.9952 -5321.6430 -3872.0523.